DFT (ωB97M-V/def2-TZVPD) results for a molecular structure, C24H21Cl64OP.

XYZ file:
```
111
Properties=species:S:1:pos:R:3:forces:R:3
C -1.486 9.827 3.556 -0.7 0.0 0.0
C -2.338 8.634 3.229 -0.1 0.6 0.1
O -2.695 7.960 4.407 0.4 0.0 0.4
C -2.558 6.567 4.255 -1.0 0.2 -0.2
C -3.664 5.961 3.396 0.6 -0.4 0.3
P -3.210 4.310 2.504 -0.8 -0.2 0.4
C -2.889 2.691 1.585 0.1 1.1 -0.6
C -1.864 2.759 0.452 0.9 -1.8 0.8
C -1.462 1.298 0.123 -0.3 0.7 0.5
C -0.584 3.505 0.802 -0.4 -0.1 -0.8
H -1.968 10.381 4.337 -0.2 0.4 0.6
H -0.522 9.522 3.889 0.7 0.0 0.1
H -1.422 10.481 2.709 0.3 0.3 -0.6
H -1.799 7.977 2.566 0.2 -0.4 -0.5
H -3.247 8.943 2.747 -0.5 0.2 -0.6
H -1.561 6.359 3.887 0.5 -0.3 -0.2
H -2.677 6.177 5.241 0.3 -0.5 0.8
H -4.061 6.666 2.684 0.1 0.4 -0.5
H -4.483 5.758 4.067 -0.5 -0.2 0.2
H -3.758 4.882 1.311 0.1 0.0 -0.2
H -4.111 3.600 3.377 0.2 0.1 -0.1
H -1.859 4.424 2.956 0.0 -0.1 -0.1
H -3.830 2.418 1.125 -0.2 -0.1 0.1
H -2.653 1.918 2.305 0.3 -0.2 0.3
H -2.294 3.117 -0.462 -0.3 0.8 -0.4
H -2.199 0.832 -0.511 0.0 -0.3 -0.3
H -0.468 1.281 -0.287 0.3 -0.2 -0.7
H -1.424 0.717 1.027 0.1 0.0 0.4
H -0.179 3.200 1.747 0.1 0.0 0.7
H 0.157 3.251 0.065 0.5 -0.1 -0.4
H -0.704 4.570 0.725 0.0 0.7 0.4
C -2.875 0.697 -3.824 0.1 0.0 0.1
Cl -1.565 1.541 -4.655 -0.2 -0.2 0.1
Cl -3.571 1.761 -2.597 -0.2 0.1 -0.2
Cl -4.120 0.243 -4.994 0.1 0.0 0.0
Cl -2.243 -0.753 -3.035 0.0 -0.1 -0.1
C 2.089 -0.027 2.695 -0.1 0.1 0.1
Cl 1.867 -0.540 1.014 0.0 0.0 0.0
Cl 2.974 1.507 2.739 -0.4 0.0 0.2
Cl 0.501 0.176 3.440 0.2 0.2 -0.2
Cl 2.994 -1.264 3.579 0.0 0.0 0.0
C 6.885 0.383 1.254 0.0 -0.1 -0.1
Cl 7.170 2.094 0.909 0.0 0.0 0.0
Cl 5.173 0.010 1.035 0.4 -0.1 -0.3
Cl 7.847 -0.614 0.158 0.0 0.3 -0.1
Cl 7.345 0.035 2.927 0.0 0.0 0.0
C 7.998 -4.566 0.361 0.1 0.0 0.1
Cl 6.406 -5.154 -0.127 -0.2 1.1 -0.1
Cl 9.017 -5.941 0.809 1.4 2.3 1.4
Cl 8.747 -3.701 -0.989 0.0 -0.1 0.0
Cl 7.827 -3.483 1.748 0.0 -0.3 0.0
C -7.336 1.117 0.884 -0.1 0.0 0.0
Cl -6.177 2.347 1.405 -0.4 -0.1 0.0
Cl -8.781 1.899 0.231 0.1 0.0 0.0
Cl -6.593 0.110 -0.365 0.0 0.0 0.0
Cl -7.777 0.109 2.268 0.0 0.0 0.0
C 4.052 -8.473 0.945 -0.1 0.0 0.2
Cl 4.095 -9.901 -0.098 0.1 0.1 0.1
Cl 3.359 -8.909 2.512 0.0 0.0 0.0
Cl 5.691 -7.854 1.171 -2.2 -0.4 1.9
Cl 3.057 -7.222 0.188 0.1 0.0 0.0
C 1.215 1.919 7.207 0.0 0.0 0.0
Cl 0.265 1.030 8.405 0.0 0.0 0.0
Cl 0.141 2.925 6.232 -0.1 0.1 0.0
Cl 2.399 2.944 8.029 0.0 0.0 0.0
Cl 2.043 0.783 6.146 0.3 0.0 0.4
C 2.168 8.241 5.877 0.0 -0.1 0.0
Cl 2.549 9.813 5.161 0.0 0.0 0.0
Cl 0.506 7.802 5.477 0.1 -0.1 0.2
Cl 3.273 7.018 5.236 0.0 0.0 0.0
Cl 2.347 8.335 7.633 0.0 0.0 0.0
C -12.374 -0.417 1.217 0.0 0.0 0.0
Cl -13.678 -0.810 0.091 0.0 0.0 0.0
Cl -12.369 1.323 1.531 0.0 0.0 0.0
Cl -12.624 -1.288 2.735 0.0 0.0 0.0
Cl -10.824 -0.891 0.516 -0.1 -0.1 0.0
C -1.614 -5.036 -5.554 0.1 0.0 0.0
Cl -1.767 -3.410 -6.232 -0.7 -0.2 0.1
Cl -3.000 -6.021 -6.036 0.1 0.1 0.0
Cl -0.118 -5.755 -6.154 -0.1 -0.1 0.0
Cl -1.545 -4.937 -3.791 0.0 0.0 0.0
C -0.728 3.315 -8.326 0.0 0.0 -0.1
Cl -0.176 3.483 -6.654 0.1 0.2 -0.1
Cl 0.140 4.472 -9.342 0.0 0.0 0.0
Cl -0.378 1.677 -8.895 -0.3 0.2 0.0
Cl -2.464 3.635 -8.414 0.1 -0.1 0.0
C 4.268 -6.659 -6.139 0.0 0.0 0.0
Cl 5.402 -5.480 -6.808 0.0 0.0 0.0
Cl 3.136 -5.842 -5.058 0.1 0.0 0.0
Cl 3.359 -7.410 -7.473 0.2 0.2 0.1
Cl 5.182 -7.865 -5.225 -0.3 0.0 -0.4
C 8.321 -8.014 -1.969 0.3 0.1 0.2
Cl 7.326 -7.144 -3.143 0.2 0.0 0.3
Cl 9.977 -7.397 -2.019 0.2 0.0 -0.2
Cl 7.654 -7.785 -0.348 0.6 -2.9 -3.4
Cl 8.320 -9.737 -2.368 0.0 0.0 0.0
C 2.301 -10.987 -4.483 -0.1 0.0 0.0
Cl 2.598 -10.293 -2.884 0.0 0.0 -0.2
Cl 2.286 -9.693 -5.687 -0.1 -0.3 0.2
Cl 3.589 -12.134 -4.874 0.0 0.0 0.0
Cl 0.744 -11.824 -4.486 0.1 0.0 0.0
C 2.261 -1.261 -6.810 0.1 -0.1 -0.1
Cl 2.723 -0.564 -5.251 -0.1 0.0 -0.1
Cl 2.220 0.017 -8.035 0.1 -0.2 0.2
Cl 3.447 -2.486 -7.281 0.0 0.0 0.0
Cl 0.677 -2.042 -6.676 0.6 0.4 0.0
C -3.074 -2.203 2.618 0.0 0.0 -0.1
Cl -3.710 -3.491 1.585 0.0 0.0 0.0
Cl -4.278 -0.915 2.762 0.0 0.0 0.0
Cl -2.712 -2.855 4.221 0.0 0.0 0.0
Cl -1.597 -1.543 1.905 -0.4 -0.6 0.0
```
Forces are in eV/Å.

Calculated values
Multiplicity = 1
HOMO level = -8.0 eV
LUMO energy = -0.20 eV


DFT (ωB97M-V/def2-TZVPD) results for a molecular structure, C24H21CuN4Sb.

XYZ file:
```
51
Properties=species:S:1:pos:R:3:forces:R:3
Cu 1.968 -0.545 0.429 -0.1 0.2 0.0
N 2.004 -4.514 -0.604 0.0 -0.1 0.0
C 0.671 -4.669 -0.277 0.2 0.0 -0.1
C 0.286 -3.480 0.256 0.0 0.2 0.1
N 1.355 -2.614 0.269 -0.2 0.1 0.0
C 2.369 -3.261 -0.259 0.1 -0.1 0.0
C 3.664 -2.592 -0.380 0.0 -0.1 0.1
N 3.775 -1.327 -0.029 0.2 0.2 -0.1
C 5.098 -0.980 -0.206 -0.2 0.1 0.1
C 5.788 -2.055 -0.664 -0.1 -0.2 0.0
N 4.860 -3.073 -0.771 0.1 0.0 -0.1
H 2.580 -5.222 -1.024 0.0 0.0 0.0
H 0.137 -5.589 -0.455 0.1 0.1 0.0
H -0.686 -3.195 0.630 0.1 0.0 -0.1
H 5.462 0.011 0.013 -0.1 -0.1 0.0
H 6.826 -2.191 -0.919 -0.1 0.0 0.0
H 5.064 -4.009 -1.074 0.0 -0.1 0.0
C -1.323 5.466 -1.453 0.0 0.0 0.0
C -1.705 4.302 -2.107 0.0 0.0 0.0
C -1.285 3.061 -1.637 0.0 0.2 0.0
C -0.481 2.987 -0.504 0.2 0.1 0.1
C -0.078 4.160 0.138 0.0 0.0 -0.1
C -0.504 5.395 -0.333 0.0 0.0 0.0
Sb 0.063 1.098 0.307 -0.3 -0.3 -0.3
C -1.079 -0.142 -1.006 -0.1 -0.1 -0.1
C -2.473 -0.237 -0.976 0.1 0.1 0.0
C -3.141 -1.095 -1.843 0.0 0.0 0.0
C -2.426 -1.859 -2.758 0.0 0.0 0.0
C -1.042 -1.754 -2.819 0.0 0.1 0.1
C -0.374 -0.904 -1.944 -0.2 0.1 0.0
C -1.086 1.109 2.091 0.0 -0.1 0.2
C -1.990 0.091 2.397 0.1 0.1 0.1
C -2.636 0.077 3.629 0.0 0.0 0.0
C -2.374 1.068 4.564 0.0 0.0 0.0
C -1.468 2.080 4.270 0.0 0.0 0.0
C -0.822 2.097 3.041 -0.2 -0.1 0.0
H -1.659 6.430 -1.818 0.0 -0.1 0.0
H -2.335 4.355 -2.987 0.0 0.0 0.1
H -1.588 2.165 -2.161 0.0 0.0 0.0
H 0.573 4.124 1.004 0.0 0.0 0.0
H -0.192 6.302 0.172 0.0 -0.1 0.0
H -3.046 0.375 -0.290 0.0 0.0 0.0
H -4.223 -1.160 -1.810 0.1 0.0 0.0
H -2.951 -2.524 -3.434 0.0 0.0 0.0
H -0.484 -2.332 -3.547 0.0 0.0 0.0
H 0.707 -0.824 -2.008 0.0 0.0 0.0
H -2.198 -0.695 1.680 0.0 0.0 0.0
H -3.347 -0.709 3.856 0.0 0.0 0.0
H -2.869 1.049 5.527 0.0 0.0 0.0
H -1.265 2.855 4.998 0.0 0.0 0.0
H -0.120 2.896 2.827 0.0 0.0 0.0
```
Forces are in eV/Å.

Calculated values
Multiplicity = 1
HOMO level = -11.2 eV
Charge = +1
LUMO energy = -2.54 eV


DFT (ωB97M-V/def2-TZVPD) results for 2 unconnected molecules or ions with the total composition C24H21F3IO2S.

XYZ file:
```
52
Properties=species:S:1:pos:R:3:forces:R:3
C 1.721 -0.347 -0.547 -0.1 -0.5 0.0
C 2.189 1.074 -0.469 -0.9 -0.7 -0.4
C 2.552 1.369 0.971 0.2 0.3 0.5
C 3.347 1.363 -1.395 -0.2 0.4 -0.4
C 3.809 2.675 -1.517 0.8 0.1 -0.2
I 2.768 4.356 -0.811 0.3 0.4 -0.1
C 5.025 2.943 -2.150 -0.1 -0.8 -0.1
C 5.758 1.890 -2.714 -0.3 0.0 0.0
C 5.215 0.599 -2.746 0.0 0.1 -0.1
C 3.983 0.356 -2.134 0.4 0.1 0.4
O 1.117 1.947 -0.916 -1.3 -0.1 0.0
S -0.551 1.544 -0.605 1.2 0.2 0.7
C -1.069 1.983 -2.251 0.1 0.0 -0.3
F -2.430 2.114 -2.286 1.3 -0.1 -0.1
F -0.501 3.155 -2.639 -0.7 -0.8 -0.3
F -0.709 1.018 -3.149 -0.4 0.9 0.1
H 2.511 -1.041 -0.218 -0.2 0.2 -0.2
H 0.888 -0.465 0.154 0.4 0.2 -0.3
H 1.373 -0.611 -1.557 0.1 0.0 0.3
H 3.436 0.780 1.251 -0.1 0.2 -0.1
H 2.760 2.439 1.100 0.0 -0.4 0.2
H 1.726 1.064 1.628 0.1 0.1 -0.2
H 5.390 3.955 -2.189 0.1 0.1 0.0
H 6.725 2.100 -3.170 -0.2 -0.1 0.1
H 5.757 -0.230 -3.230 -0.3 0.5 0.2
H 3.530 -0.639 -2.182 0.3 0.4 0.1
C -5.452 0.390 4.237 0.1 -0.1 -0.2
C -4.083 0.666 4.379 -0.2 -0.4 -0.2
C -3.208 0.440 3.322 -0.1 -0.2 -0.2
C -3.669 -0.023 2.050 -0.3 0.7 0.7
C -2.790 -0.260 0.949 0.5 -0.5 -0.6
C -1.475 -0.797 1.132 -0.5 0.8 -0.1
C -1.113 -2.061 0.375 0.4 -0.1 -0.2
C 0.201 -2.564 0.458 0.0 -0.1 -0.3
C 0.690 -3.435 -0.519 -0.5 -0.3 0.4
C -0.198 -4.026 -1.434 0.0 0.1 0.3
C -1.566 -3.725 -1.350 0.3 0.3 0.1
C -2.011 -2.718 -0.478 0.2 -0.2 -0.1
O -0.598 -0.237 1.831 0.2 -0.9 0.5
C -5.062 -0.326 1.940 0.5 0.2 -0.1
C -5.914 -0.135 3.016 0.0 0.2 0.4
H -6.134 0.550 5.076 0.2 -0.1 -0.3
H -3.696 1.007 5.345 -0.1 0.0 -0.4
H -2.133 0.583 3.437 -0.3 0.1 0.0
H -3.184 -0.238 -0.069 -0.4 -0.9 0.3
H 0.863 -2.212 1.254 -0.3 0.1 -0.4
H 1.762 -3.655 -0.532 -0.4 -0.2 0.0
H 0.177 -4.762 -2.152 -0.2 0.3 0.2
H -2.289 -4.250 -1.977 0.2 0.2 0.1
H -3.063 -2.432 -0.439 0.3 -0.1 -0.1
H -5.415 -0.751 0.988 0.1 0.2 0.5
H -6.963 -0.418 2.934 0.1 0.1 -0.1
```
Forces are in eV/Å.

Calculated values
Multiplicity = 1
HOMO level = -2.9 eV
Charge = -1
LUMO energy = 2.25 eV


Gap between HOMO and LUMO values, unit eV, following the record order: 7.79; 8.69; 5.12.